1 | The following is a DFT calculation (the ωB97M-V functional and the def2-TZVPD basis) of a molecular structure, C2H5NOS.

## Properties
* gap between HOMO and LUMO: 0.33673 Eh
* E_LUMO: 0.581 eV
* highest occupied orbital energy: -8.58 eV

ORCA input file:
```
! wB97M-V def2-TZVPD RIJCOSX def2/J DEFGRID3
* xyz 0 1
C 0.03 0.53 -0.57
H 0.31 -1.60 0.27
H -1.27 -1.19 -2.85
C 0.47 -0.91 1.68
H 1.68 -1.02 2.40
N -0.49 -0.55 -1.07
H -0.81 -0.89 2.08
O -0.69 -0.31 -2.50
H 0.18 1.45 -1.05
S 0.37 0.74 1.25
*
```

These are the Löwdin partial charges, in e, on atoms 1 to 2:
1 C -0.433
2 H 0.173



2 | The following is a DFT calculation (the ωB97M-V functional and the def2-TZVPD basis) of 2 unconnected molecules or ions with the total composition C2H5NOS.

## Properties
* gap between HOMO and LUMO: 0.33664 Eh
* E_LUMO: 0.733 eV
* highest occupied orbital energy: -8.43 eV
* SMILES string: C#C.NSO

ORCA input file:
```
! wB97M-V def2-TZVPD RIJCOSX def2/J DEFGRID3
* xyz 0 1
H -2.58 -1.38 -0.40
O -2.52 1.24 -1.02
C 2.42 0.52 -0.92
H 1.48 0.30 1.07
H -0.94 -1.26 -0.56
S -1.77 0.56 0.34
H -3.49 1.32 -1.00
H 2.99 0.86 -1.77
N -1.66 -0.96 0.01
C 1.78 0.51 0.08
*
```

These are the Löwdin partial charges, in e, on atoms 1 to 2:
1 H 0.104
2 O -0.478



Name the least stable of them. 1.



1 | The following is a DFT calculation (the ωB97M-V functional and the def2-TZVPD basis) of 2 unconnected molecules or ions with the total composition C2H10N2S.

## Properties
* gap between HOMO and LUMO: 0.37116 Eh
* E_LUMO: 1.002 eV
* highest occupied orbital energy: -9.10 eV
* SMILES string: NCN.CS

ORCA input file:
```
! wB97M-V def2-TZVPD RIJCOSX def2/J DEFGRID3
* xyz 0 1
H -1.56 -1.42 -1.90
H 2.29 1.68 2.35
H 0.96 1.86 1.38
H 2.93 2.23 0.09
C 2.56 1.17 0.28
N 1.71 1.26 1.61
H 1.09 1.17 -1.19
S -1.92 -0.86 -0.70
N 1.80 0.55 -0.80
H 3.44 0.42 0.44
H 1.34 -0.29 -0.38
H -3.33 -2.10 0.67
C -3.41 -1.80 -0.41
H -3.60 -2.74 -0.94
H -4.32 -1.14 -0.49
*
```

These are the Löwdin partial charges, in e, on atoms 1 to 2:
1 H -0.144
2 H 0.048



2 | The following is a DFT calculation (the ωB97M-V functional and the def2-TZVPD basis) of 2 unconnected molecules or ions with the total composition C2H10N2S.

## Properties
* gap between HOMO and LUMO: 0.36513 Eh
* E_LUMO: 0.993 eV
* highest occupied orbital energy: -8.94 eV
* SMILES string: NCN.CS

ORCA input file:
```
! wB97M-V def2-TZVPD RIJCOSX def2/J DEFGRID3
* xyz 0 1
S -0.49 2.39 1.65
H 2.07 -1.90 -2.43
H -0.08 -3.26 -1.07
H -0.47 -3.01 -3.77
C 0.23 -2.60 -1.89
N 1.53 -2.09 -1.60
H -0.57 -1.87 -1.98
N 0.15 -3.45 -3.10
C -0.70 3.42 3.16
H 2.06 -2.55 -0.87
H -0.21 -4.41 -3.05
H 0.07 4.17 3.19
H -1.67 3.90 3.16
H -0.70 2.70 3.97
H -1.70 1.82 1.64
*
```

These are the Löwdin partial charges, in e, on atoms 1 to 2:
1 S 0.593
2 H 0.067



Name the least stable of them. 1.



1 | The following is a DFT calculation (the ωB97M-V functional and the def2-TZVPD basis) of a single C2H2N2O4 molecule.

## Properties
* gap between HOMO and LUMO: 0.38537 Eh
* E_LUMO: -0.204 eV
* highest occupied orbital energy: -10.69 eV
* SMILES string: O=c1nc(O)n(O)o1

ORCA input file:
```
! wB97M-V def2-TZVPD RIJCOSX def2/J DEFGRID3
* xyz 0 1
O -1.04 0.81 0.67
H 2.15 -1.17 -0.15
C -1.77 -0.16 0.08
N 0.47 0.59 0.45
C 0.20 -0.80 -0.02
H 1.40 2.24 -0.26
O -2.90 -0.01 -0.38
N -0.93 -1.29 0.01
O 1.15 1.31 -0.48
O 1.26 -1.53 0.07
*
```

These are the Löwdin partial charges, in e, on atoms 1 to 2:
1 O 0.057
2 H 0.160



2 | The following is a DFT calculation (the ωB97M-V functional and the def2-TZVPD basis) of 3 unconnected molecules or ions with the total composition C2H2N2O4.

## Properties
* gap between HOMO and LUMO: 0.38230 Eh
* E_LUMO: 0.088 eV
* highest occupied orbital energy: -10.32 eV

ORCA input file:
```
! wB97M-V def2-TZVPD RIJCOSX def2/J DEFGRID3
* xyz 0 1
O -0.29 0.90 3.23
H 1.89 -0.35 -1.47
N -1.81 -0.67 -1.89
O 0.79 1.97 1.55
C -0.68 -0.88 -2.14
O 1.55 0.02 -0.61
H -2.68 -0.25 -1.52
C 0.20 1.43 2.35
O 0.15 -1.00 0.71
N 0.88 -1.16 -0.20
*
```

These are the Löwdin partial charges, in e, on atoms 1 to 2:
1 O 0.216
2 H 0.100



3 | The following is a DFT calculation (the ωB97M-V functional and the def2-TZVPD basis) of 2 unconnected molecules or ions with the total composition C2H2N2O4.

## Properties
* gap between HOMO and LUMO: 0.34431 Eh
* E_LUMO: -1.089 eV
* highest occupied orbital energy: -10.46 eV
* SMILES string: O=[N+]([O-])C#[N+][O-].C=O

ORCA input file:
```
! wB97M-V def2-TZVPD RIJCOSX def2/J DEFGRID3
* xyz 0 1
N -3.34 1.32 0.21
C -3.35 -0.06 -0.07
C 0.01 -1.16 -1.12
O -0.37 -0.42 -0.24
O -4.09 1.66 1.08
O -3.15 -2.35 0.02
O -2.70 2.04 -0.48
N -3.13 -1.19 0.08
H -0.74 -1.97 -1.56
H 0.95 -1.07 -1.56
*
```

These are the Löwdin partial charges, in e, on atoms 1 to 2:
1 N -0.406
2 C 0.091



Name the least stable of them. 3.



1 | The following is a DFT calculation (the ωB97M-V functional and the def2-TZVPD basis) of a molecular structure, C3H2N2O.

## Properties
* gap between HOMO and LUMO: 0.34136 Eh
* E_LUMO: 0.213 eV
* highest occupied orbital energy: -9.08 eV

ORCA input file:
```
! wB97M-V def2-TZVPD RIJCOSX def2/J DEFGRID3
* xyz 0 1
N 0.43 -1.70 -0.13
H 0.07 1.94 -0.85
O -1.81 0.01 0.62
N -0.12 1.55 0.03
C 0.95 -0.67 0.14
C -0.72 0.37 0.34
C 0.71 0.49 0.68
H 0.71 -2.61 0.19
*
```

These are the Löwdin partial charges, in e, on atoms 1 to 2:
1 N 0.209
2 H 0.098



2 | The following is a DFT calculation (the ωB97M-V functional and the def2-TZVPD basis) of a single C3H2N2O molecule.

## Properties
* gap between HOMO and LUMO: 0.40095 Eh
* E_LUMO: 0.471 eV
* highest occupied orbital energy: -10.44 eV
* SMILES string: N#C[C@H]1NC1=O

ORCA input file:
```
! wB97M-V def2-TZVPD RIJCOSX def2/J DEFGRID3
* xyz 0 1
C 0.36 -0.57 1.35
H 1.35 -0.77 -0.72
H -1.60 -0.38 -0.85
C 0.67 -0.29 -0.03
N -0.61 -0.27 -0.93
C -0.09 0.89 -0.57
O -0.06 2.05 -0.70
N -0.02 -0.67 2.45
*
```

These are the Löwdin partial charges, in e, on atoms 1 to 2:
1 C -0.172
2 H 0.137



3 | The following is a DFT calculation (the ωB97M-V functional and the def2-TZVPD basis) of 2 unconnected molecules or ions with the total composition C3H2N2O.

## Properties
* gap between HOMO and LUMO (spin up / spin down): 0.35107 / 0.35104 Eh
* E_LUMO (spin up / spin down): -0.561 / -0.561 eV
* highest occupied orbital energy (spin up / spin down): -10.11 / -10.11 eV

ORCA input file:
```
! wB97M-V def2-TZVPD RIJCOSX def2/J DEFGRID3
* xyz 0 1
C 0.33 -0.07 -1.51
N 0.47 -1.60 1.74
C 0.59 -1.19 0.64
O -1.36 1.06 2.04
H -0.70 -0.27 -1.86
H 0.91 0.59 -2.08
C -1.07 1.95 1.44
N 0.83 -0.47 -0.42
*
```

These are the Löwdin partial charges, in e, on atoms 1 to 2:
1 C 0.024
2 N 0.143



Name the least stable of them. 1.



1 | The following is a DFT calculation (the ωB97M-V functional and the def2-TZVPD basis) of a molecular structure, C24H20N7O3ReS.

## Properties
* gap between HOMO and LUMO (spin up / spin down): 0.25460 / 0.24216 Eh
* ⟨S²⟩: 0.765
* E_LUMO (spin up / spin down): -10.804 / -11.038 eV
* highest occupied orbital energy (spin up / spin down): -17.73 / -17.63 eV

ORCA input file:
```
! wB97M-V def2-TZVPD RIJCOSX def2/J DEFGRID3
* xyz 3 2
H -2.21 -3.57 -4.19
H -0.65 -1.70 -4.71
C 2.15 -1.93 -1.22
H -1.58 -3.06 5.40
C -1.44 -2.33 4.62
H 1.27 2.61 -4.97
H -2.99 -3.86 -1.83
O 2.32 -0.83 2.22
H 0.27 -4.55 4.77
H 1.58 -5.25 0.48
N -0.93 -1.24 -1.38
C 0.99 -4.21 2.71
C 1.24 -3.14 0.51
C 0.19 4.14 -0.16
C 0.57 2.18 -1.70
H -2.40 -2.10 4.16
Re 0.19 -0.11 0.12
C 0.94 2.84 -2.86
C -0.98 -1.88 -3.69
S -1.01 -0.92 1.91
C -1.07 2.39 1.51
C 0.20 0.19 -2.89
C -1.08 3.74 1.83
H 0.44 0.28 -5.03
H -0.99 -1.43 5.03
H -0.40 5.68 1.22
H 2.98 -5.17 -1.55
N 1.35 -1.96 -0.13
H -1.59 4.07 2.72
C 1.77 -4.31 0.00
H 1.76 -4.93 2.51
C -0.31 -2.43 2.39
H -1.55 1.67 2.17
C 0.14 2.79 -0.43
C -0.42 4.63 0.99
H -2.10 -2.36 -0.09
O 1.83 0.70 0.67
C 0.98 2.12 -4.05
O 3.62 0.87 1.91
C 0.27 -4.01 3.83
N 2.69 0.19 1.71
C -1.79 -2.25 -1.12
C -2.28 -3.09 -2.09
N 0.61 -3.23 1.79
N -0.47 1.91 0.41
C 2.78 -3.03 -1.74
C -1.85 -2.92 -3.40
H 3.42 -2.93 -2.60
C 2.55 -4.26 -1.14
H 1.14 3.90 -2.86
H 2.28 -0.96 -1.67
C 0.54 0.79 -4.08
N 0.36 0.85 -1.73
C -0.55 -1.05 -2.67
H 0.69 4.82 -0.84
N -0.54 -2.92 3.61
*
```

These are the Löwdin partial charges, in e, on atoms 1 to 2:
1 H 0.142
2 H 0.135



2 | The following is a DFT calculation (the ωB97M-V functional and the def2-TZVPD basis) of a molecular structure, C24H20N7O3ReS.

## Properties
* gap between HOMO and LUMO (spin up / spin down): 0.21434 / 0.22828 Eh
* ⟨S²⟩: 0.758
* E_LUMO (spin up / spin down): -11.481 / -11.184 eV
* highest occupied orbital energy (spin up / spin down): -17.31 / -17.40 eV

ORCA input file:
```
! wB97M-V def2-TZVPD RIJCOSX def2/J DEFGRID3
* xyz 3 2
H -2.16 -2.39 -3.88
C 0.01 -4.18 1.48
H 4.84 2.13 1.46
C -2.88 0.39 3.13
C 4.54 -2.05 1.80
C -0.08 -2.90 0.98
C -2.16 -1.26 -1.37
H -2.88 1.24 5.10
H 2.10 -0.51 -2.43
C 1.23 -4.60 1.96
C -1.20 -2.00 -3.58
H 1.96 -1.52 -4.69
O -0.37 3.52 -1.69
C -2.69 -0.49 0.79
H -5.45 -1.69 -0.75
S 2.35 0.85 0.41
C 1.10 -1.53 -4.03
O -0.76 1.84 -0.41
N -1.80 -0.72 -0.19
C 5.32 1.33 0.88
C -4.04 -0.83 0.60
C 3.45 -0.28 1.03
N 4.75 0.05 1.20
C 5.42 -1.02 1.67
C -1.05 -1.41 -2.32
N 0.93 -2.01 0.92
C -2.12 0.11 2.00
H 3.23 -4.06 2.29
C -4.42 -1.40 -0.60
H -3.93 0.15 3.15
C 1.19 -0.98 -2.76
H -4.77 -0.65 1.37
H -1.03 -2.58 0.59
H 0.81 1.25 2.93
H 4.77 -3.03 2.14
N -0.06 2.45 -1.33
H -0.44 1.83 4.97
C -0.94 1.32 4.16
O 0.89 1.78 -1.73
H 6.38 1.32 1.10
N 0.16 -0.94 -1.93
H -3.80 -2.04 -2.55
Re 0.13 0.00 0.07
C -0.11 -2.07 -4.44
H 6.47 -1.02 1.88
C -3.49 -1.61 -1.61
N 3.29 -1.60 1.40
H -0.86 -4.83 1.49
C -0.24 1.00 3.01
C -2.29 1.00 4.22
N -0.80 0.40 1.97
C 2.13 -2.42 1.40
H -0.22 -2.51 -5.42
C 2.29 -3.71 1.91
H 1.38 -5.60 2.36
H 5.18 1.55 -0.18
*
```

These are the Löwdin partial charges, in e, on atoms 1 to 2:
1 H 0.129
2 C 0.007



Name the least stable of them. 2.



1 | The following is a DFT calculation (the ωB97M-V functional and the def2-TZVPD basis) of a single C13H18N2O3S molecule.

## Properties
* gap between HOMO and LUMO: 0.33081 Eh
* E_LUMO: 0.244 eV
* highest occupied orbital energy: -8.76 eV
* SMILES string: Cc1ccc([S@@](=O)([O-])=NC(=O)[NH+]2CCCCC2)cc1

ORCA input file:
```
! wB97M-V def2-TZVPD RIJCOSX def2/J DEFGRID3
* xyz 0 1
O -2.15 2.20 1.34
C 1.42 3.87 -1.12
N -0.90 0.57 0.24
O -2.37 -0.66 1.91
N -0.07 2.77 0.61
O -3.23 -0.28 -0.44
C 2.62 3.68 -0.19
H 3.06 3.46 1.89
H 0.33 1.92 -1.23
H 0.38 -6.67 -0.18
H 1.89 4.76 1.52
C 0.24 -6.00 -1.04
H 3.30 4.51 -0.37
C 1.06 2.77 1.64
C 2.19 3.72 1.27
H -0.23 -6.58 -1.85
C -1.06 -4.56 0.63
H -2.04 -3.20 1.98
H -1.69 -1.87 -2.06
C -0.57 -4.78 -0.67
H -0.94 -5.37 1.36
H -0.57 3.60 0.86
C -1.63 -3.33 0.98
H 1.74 3.69 -2.14
S -2.15 -0.55 0.48
H 1.23 -5.71 -1.41
H -0.66 3.41 -1.29
H 1.07 4.92 -1.02
C 0.24 2.95 -0.85
H 3.20 2.78 -0.43
C -1.43 -2.59 -1.29
H -0.56 -4.01 -2.67
H 0.59 3.15 2.56
H 1.34 1.73 1.79
C -1.16 1.76 0.76
C -0.85 -3.81 -1.63
C -1.64 -2.26 0.05
*
```

These are the Löwdin partial charges, in e, on atoms 1 to 2:
1 O 0.050
2 C -0.175



2 | The following is a DFT calculation (the ωB97M-V functional and the def2-TZVPD basis) of 2 unconnected molecules or ions with the total composition C13H18N2O3S.

## Properties
* gap between HOMO and LUMO: 0.29576 Eh
* E_LUMO: -0.108 eV
* highest occupied orbital energy: -8.16 eV
* SMILES string: Cc1ccc(S(=O)(=O)N=C=O)cc1.CN1CCCC1

ORCA input file:
```
! wB97M-V def2-TZVPD RIJCOSX def2/J DEFGRID3
* xyz 0 1
H 7.46 -0.88 -1.06
C -3.02 0.06 -0.27
H -2.35 -1.79 1.45
H 0.21 1.23 2.41
N 0.27 -0.69 -1.43
C -1.48 -1.13 1.24
H -3.05 -0.89 -0.83
O 1.09 -0.09 -3.92
H -2.64 1.71 1.73
C 3.35 -2.44 -1.81
C -0.14 0.46 -1.31
H -0.80 -1.67 0.57
H 7.68 -1.80 -2.55
C 7.10 -1.76 -1.62
H -2.96 0.88 -1.00
H 3.50 0.55 -3.44
O 0.69 -2.48 -3.28
C 2.93 -1.31 -2.51
C -0.77 -0.70 2.54
H -1.17 2.03 0.76
C -1.68 1.28 1.39
H 5.91 0.26 -2.90
S 1.21 -1.18 -2.99
N -1.85 0.10 0.56
C -0.79 0.84 2.56
C 5.64 -1.63 -1.91
C 5.19 -0.50 -2.59
C 3.84 -0.33 -2.90
H 5.04 -3.50 -0.99
H -1.30 -1.10 3.40
H 7.32 -2.65 -1.03
C 4.71 -2.60 -1.52
O -0.45 1.61 -1.28
H -1.19 1.23 3.50
H 0.25 -1.09 2.55
H -3.97 0.17 0.28
H 2.62 -3.19 -1.51
*
```

These are the Löwdin partial charges, in e, on atoms 1 to 2:
1 H 0.088
2 C -0.098



Name the least stable of them. 1.